Entry 1:
Below is 2 unconnected molecules or ions with the total composition C2H2FIS in a non-equilibrium geometry, with properties calculated with wB97M-V/def2-TZVPD.

Each line ends with the Mulliken charge.
Atoms and positions in Å:
H (0.2724, -0.5490, 1.7174)  0.34
H (-1.4130, -0.6571, -1.0578)  0.41
S (-0.6532, 2.3413, -0.0513)  -0.28
F (-1.0635, -1.1836, -1.7762)  -0.39
C (-0.0637, 0.9607, 0.3877)  0.23
I (2.4548, -0.7129, 0.0789)  0.11
C (0.4661, -0.1993, 0.7014)  -0.42

Net charge: 0
Frontier orbital gap, eV: 7.5
E_LUMO, eV: -1.4
ΔE to the lowest compared entry with this formula, charge and spin, kcal/mol: 21.3

=====

Entry 2:
Below is a gas-phase ion, C2H5N2S2 (charge +1) in a non-equilibrium geometry, with properties calculated with wB97M-V/def2-TZVPD.

Each line ends with the Mulliken charge.
Atoms and positions in Å:
H (-2.5478, -1.1154, -0.7652)  0.18
H (2.4136, -0.7941, 0.5927)  0.28
C (0.5228, -0.9839, -0.0731)  0.07
H (0.5764, -2.0763, -0.1621)  0.43
S (1.3918, 1.4663, 0.3124)  0.17
C (-0.2706, 1.5587, 0.4901)  -0.23
H (-0.9252, 1.1564, 1.2087)  0.34
H (-0.7014, 2.5074, -0.0435)  0.32
N (-0.5322, -0.3900, -0.3814)  -0.33
N (1.5745, -0.2379, 0.3961)  -0.19
S (-1.5020, -1.0910, -1.5748)  -0.04

Net charge: +1
Frontier orbital gap, eV: 8.0
E_LUMO, eV: -5.5
ΔE to the lowest compared entry with this formula, charge and spin, kcal/mol: 69.6

=====

Entry 3:
Below is a molecular structure, C24H19BrCl2N5OS2Ti, with properties calculated with wB97M-V/def2-TZVPD.

Each line ends with the Mulliken spin population.
Atoms and positions in Å:
Br (0.2682, 1.4895, -3.9564)  -0.01
H (4.9183, -0.4342, -0.2530)  0.00
C (-0.6178, 2.3231, 1.2287)  0.48
C (0.1384, -4.0028, 3.0164)  0.00
H (1.1229, 4.4354, 3.2249)  0.03
O (0.6371, -0.1410, 0.2562)  -0.05
C (-2.8607, 0.0057, -1.0191)  0.01
Cl (1.3351, -4.4969, -1.5528)  0.00
H (-4.8781, -0.2626, -0.3545)  0.00
C (-1.9236, 3.1724, -2.4351)  0.02
C (2.0934, -1.8812, -1.5295)  0.01
C (-3.1021, 3.7393, -2.8919)  0.00
H (-1.4014, -3.1992, 1.7440)  0.00
H (1.8609, -4.5761, 4.1632)  0.00
H (-5.1959, 3.3828, -3.2146)  0.00
H (3.2393, -2.6828, 3.3577)  0.00
C (-0.2749, 2.9784, 2.3929)  -0.15
C (2.4343, -3.2029, -1.1838)  0.00
H (-0.7976, 2.7623, 3.3142)  -0.01
H (5.4406, -2.8056, 0.3146)  0.00
C (1.4442, -3.8564, 3.4690)  0.00
C (-3.0117, 1.2407, -1.7865)  0.08
C (2.2160, -2.7930, 3.0210)  0.00
N (0.0730, 2.5261, 0.0288)  0.10
C (1.0170, 3.4712, -0.0134)  -0.04
H (3.7996, -4.5749, -0.2931)  0.00
N (-1.8804, 1.9514, -1.9134)  0.01
N (-1.6564, -0.1859, -0.6060)  -0.07
C (4.2329, -1.2315, -0.5095)  0.00
H (-0.9755, 3.6945, -2.4946)  0.00
H (2.0363, 4.8619, 1.0261)  -0.01
C (-0.3939, -3.0902, 2.1209)  0.00
N (-1.4038, -1.1696, 0.2993)  -0.01
H (-5.1159, 1.1191, -2.1902)  0.00
N (1.3403, 4.1462, 1.1368)  0.13
H (2.2789, -1.0572, 1.7487)  0.00
C (-4.2636, 2.9852, -2.8336)  0.01
Cl (2.7682, 0.7516, -1.5357)  0.00
C (1.6849, -1.8787, 2.1253)  -0.01
H (-1.4173, 1.5987, 1.2002)  0.02
H (-3.0965, 4.7372, -3.3058)  0.00
S (0.6263, -1.4780, -2.3624)  -0.02
Ti (0.0479, 0.8877, -1.4162)  0.98
H (-4.3167, -1.4710, -1.5159)  0.01
C (3.0536, -0.9241, -1.1603)  0.00
H (-3.7320, -1.5272, 0.1524)  0.00
C (0.7459, 3.8945, 2.3728)  0.45
C (0.3770, -2.0207, 1.6742)  0.00
C (-0.1512, -1.0505, 0.6840)  0.04
C (4.5208, -2.5510, -0.1956)  0.00
H (-0.4613, -4.8385, 3.3554)  0.00
C (-4.0190, -0.8634, -0.6574)  0.00
S (1.8061, 3.9069, -1.4406)  0.00
C (3.6124, -3.5378, -0.5371)  0.00
C (-4.2227, 1.7233, -2.2697)  0.00

Net charge: -1
Frontier orbital gap (spin up / spin down), eV: 5.2 / 6.2
Multiplicity: 3
E_LUMO (spin up / spin down), eV: 2.1 / 1.9
ΔE to the lowest compared entry with this formula, charge and spin, kcal/mol: 0.0

=====

Look up the net charge of the second one.
+1

=====

Which value of ΔE to the lowest compared entry with this formula, charge and spin does entry 1 give?
21.3 kcal/mol

=====

Please write out number 1 again, unchanged.
Below is 2 unconnected molecules or ions with the total composition C2H2FIS in a non-equilibrium geometry, with properties calculated with wB97M-V/def2-TZVPD.

Each line ends with the Mulliken charge.
Atoms and positions in Å:
H (0.2724, -0.5490, 1.7174)  0.34
H (-1.4130, -0.6571, -1.0578)  0.41
S (-0.6532, 2.3413, -0.0513)  -0.28
F (-1.0635, -1.1836, -1.7762)  -0.39
C (-0.0637, 0.9607, 0.3877)  0.23
I (2.4548, -0.7129, 0.0789)  0.11
C (0.4661, -0.1993, 0.7014)  -0.42

Net charge: 0
Frontier orbital gap, eV: 7.5
E_LUMO, eV: -1.4
ΔE to the lowest compared entry with this formula, charge and spin, kcal/mol: 21.3

=====

Number 3 is which compound?
C24H19BrCl2N5OS2Ti